A cluster of 11 separate species, C43H91N8O12 in total in a non-equilibrium geometry. Source: the Open Molecules 2025 dataset; level of theory: ωB97M-V/def2-TZVPD.

Element x y z (Å)
C1 8.959 11.595 3.591
C2 9.750 11.109 4.807
C3 11.031 10.434 4.176
C4 12.091 11.337 3.520
C5 12.118 12.723 4.119
C6 11.612 12.932 5.565
N1 10.243 12.215 5.597
O1 9.115 12.954 6.225
C7 11.439 14.414 5.813
C8 12.674 12.315 6.489
C9 9.002 10.163 5.700
H1 8.278 12.422 3.790
H2 8.430 10.750 3.151
H3 9.570 11.840 2.722
H4 10.702 9.771 3.377
H5 11.530 9.815 4.922
H6 11.996 11.237 2.439
H7 13.014 10.850 3.833
H8 11.436 13.289 3.485
H9 13.053 13.224 3.868
H10 12.312 14.991 5.509
H11 11.368 14.671 6.870
H12 10.560 14.822 5.313
H13 13.631 12.835 6.434
H14 12.877 11.259 6.311
H15 12.322 12.420 7.516
H16 8.441 9.406 5.152
H17 8.162 10.642 6.203
H18 9.583 9.711 6.504
O2 8.447 8.991 9.013
C10 7.301 9.289 9.165
N2 6.306 8.575 8.620
C11 6.881 10.495 9.916
H19 6.627 7.796 8.063
H20 5.371 8.928 8.477
H21 5.851 10.360 10.247
H22 6.991 11.362 9.266
H23 7.431 10.729 10.828
O3 8.040 7.094 2.760
C12 7.218 7.855 2.316
N3 7.232 8.106 0.994
C13 6.160 8.360 3.166
H24 6.768 8.913 0.603
H25 8.021 7.636 0.573
H26 5.332 7.661 3.045
H27 5.822 9.372 2.945
H28 6.582 8.146 4.148
O4 15.455 11.692 5.373
C14 15.950 11.036 4.371
N4 16.445 11.659 3.348
C15 16.021 9.491 4.465
H29 16.554 12.660 3.430
H30 16.710 11.118 2.537
H31 15.872 8.967 3.521
H32 15.374 8.955 5.160
H33 17.024 9.211 4.787
O5 16.012 7.293 7.794
C16 15.080 7.940 8.339
N5 14.012 7.421 8.860
C17 15.038 9.439 8.138
H34 13.896 6.444 9.085
H35 13.247 8.039 9.091
H36 15.166 9.895 9.120
H37 14.143 9.827 7.651
H38 15.885 9.705 7.506
O6 15.404 15.050 7.686
C18 16.593 15.073 7.389
N6 17.034 14.177 6.427
C19 17.586 15.998 8.037
H39 17.911 14.098 5.932
H40 16.257 13.578 6.189
H41 18.182 15.387 8.715
H42 17.021 16.784 8.538
H43 18.132 16.559 7.278
C20 15.575 21.943 5.788
C21 15.198 20.526 6.427
N7 13.844 20.138 6.125
C22 13.656 18.698 6.004
C23 13.799 17.830 7.218
C24 12.798 20.827 6.922
C25 11.431 20.803 6.202
H44 15.702 22.672 6.588
H45 14.773 22.395 5.203
H46 16.345 21.833 5.025
H47 15.866 19.793 5.975
H48 15.425 20.526 7.493
H49 12.787 18.330 5.459
H50 14.374 18.388 5.245
H51 13.157 18.341 7.935
H52 13.407 16.823 7.075
H53 14.799 17.749 7.645
H54 12.933 21.903 6.810
H55 12.673 20.588 7.979
H56 11.710 20.994 5.165
H57 10.553 21.409 6.423
H58 10.914 19.866 6.409
C26 11.978 8.308 -2.449
C27 12.082 9.856 -2.822
N8 12.230 10.759 -1.640
C28 13.686 10.634 -1.140
C29 13.975 11.620 -0.001
C30 11.195 10.544 -0.691
C31 9.779 10.725 -1.254
H59 12.956 7.929 -2.151
H60 11.517 7.846 -3.322
H61 11.264 8.096 -1.654
H62 12.901 9.981 -3.530
H63 11.158 10.124 -3.335
H64 13.890 9.625 -0.781
H65 14.455 10.607 -1.911
H66 13.326 12.494 0.045
H67 14.047 11.139 0.974
H68 14.999 11.964 -0.145
H69 11.333 11.348 0.032
H70 11.232 9.680 -0.027
H71 9.419 9.795 -1.694
H72 9.825 11.475 -2.043
H73 9.133 10.910 -0.396
O7 15.708 14.552 2.058
C32 14.692 15.247 1.943
O8 14.110 15.737 3.014
C33 13.094 16.735 2.789
C34 12.584 16.182 1.443
C35 13.794 15.587 0.785
H74 13.488 17.742 2.643
H75 12.314 16.609 3.540
H76 12.183 16.968 0.803
H77 11.870 15.370 1.575
H78 14.242 16.310 0.103
H79 13.669 14.628 0.281
O9 10.320 17.039 4.739
C36 9.357 17.819 4.401
O10 8.116 17.708 4.889
C37 7.272 18.825 4.568
C38 8.353 19.851 4.129
C39 9.352 18.929 3.389
H80 6.599 19.303 5.280
H81 6.534 18.521 3.826
H82 8.806 20.370 4.973
H83 7.934 20.674 3.550
H84 10.292 19.480 3.369
H85 8.986 18.679 2.392
O11 13.048 7.598 5.169
C40 11.948 7.002 5.346
O12 10.774 7.610 5.523
C41 9.663 6.742 5.863
C42 10.188 5.417 5.522
C43 11.656 5.511 5.311
H86 8.796 6.992 5.252
H87 9.430 6.729 6.928
H88 9.595 5.019 4.699
H89 9.911 4.697 6.291
H90 12.003 5.038 4.392
H91 12.186 5.069 6.154

Calculated values
Largest force on an atom (eV Å⁻¹): 9.77
Total energy (a.u.): -3033.52752
Charge: +1

=====

A cluster of 11 separate species, C43H93F6N14O15S6 in total in a non-equilibrium geometry. Source: the Open Molecules 2025 dataset; level of theory: ωB97M-V/def2-TZVPD.

Element x y z (Å)
C1 11.834 11.960 14.861
C2 12.107 11.906 13.382
N1 11.140 11.074 12.674
C3 9.877 11.429 12.370
C4 9.228 10.371 11.790
N2 10.145 9.350 11.570
C5 11.267 9.799 12.170
C6 9.920 8.148 10.708
H1 12.614 12.532 15.363
H2 11.955 11.003 15.368
H3 10.920 12.490 15.130
H4 13.116 11.586 13.123
H5 11.917 12.837 12.848
H6 9.448 12.383 12.637
H7 8.221 10.241 11.421
H8 12.153 9.184 12.114
H9 9.603 7.307 11.326
H10 10.759 8.030 10.023
H11 9.146 8.361 9.970
C7 12.570 18.491 10.519
C8 14.059 18.427 10.361
N3 14.636 17.387 11.191
C9 15.216 17.543 12.506
C10 15.633 16.299 12.874
N4 15.343 15.410 11.873
C11 14.757 16.072 10.847
C12 15.620 14.014 11.749
H12 12.391 18.884 11.519
H13 12.048 17.548 10.355
H14 12.262 19.134 9.695
H15 14.387 19.423 10.659
H16 14.334 18.213 9.328
H17 15.425 18.491 12.980
H18 16.159 16.062 13.787
H19 14.536 15.623 9.890
H20 16.243 13.915 10.861
H21 14.645 13.531 11.673
H22 16.181 13.640 12.605
C13 14.455 12.046 4.027
C14 14.822 13.485 4.402
N5 15.570 14.041 3.255
C15 15.018 14.599 2.085
C16 16.089 15.125 1.381
N6 17.258 14.769 2.009
C17 16.961 14.103 3.164
C18 18.548 15.027 1.486
H23 15.205 11.265 3.909
H24 13.859 12.103 3.116
H25 13.815 11.705 4.841
H26 15.449 13.348 5.284
H27 13.934 14.090 4.586
H28 14.012 14.444 1.724
H29 15.997 15.519 0.380
H30 17.661 13.734 3.899
H31 19.337 14.790 2.200
H32 18.571 16.114 1.415
H33 18.745 14.511 0.546
C19 10.151 13.356 9.162
C20 11.123 14.391 8.683
O1 11.361 15.436 9.307
N7 12.009 13.979 7.497
H34 12.823 14.549 7.318
H35 12.293 13.013 7.579
C21 11.326 13.911 6.126
H36 9.368 13.793 9.782
H37 10.587 12.595 9.808
H38 9.702 12.952 8.255
H39 12.077 13.432 5.498
H40 11.034 14.926 5.856
H41 10.427 13.295 6.162
C22 14.211 8.217 3.556
C23 15.550 8.214 2.892
O2 16.341 9.182 2.916
N8 16.068 6.804 2.396
H42 17.073 6.731 2.459
H43 15.752 6.135 3.084
C24 15.641 6.607 0.996
H44 13.652 7.427 3.054
H45 13.654 9.138 3.387
H46 14.196 7.838 4.578
H47 15.946 7.431 0.352
H48 14.619 6.229 1.034
H49 16.251 5.736 0.758
C25 14.821 3.804 11.365
C26 14.115 4.507 10.203
O3 14.268 4.162 9.050
N9 13.182 5.649 10.485
H50 12.239 5.347 10.684
H51 13.471 6.123 11.328
C27 13.248 6.705 9.393
H52 15.230 4.604 11.982
H53 15.648 3.200 10.991
H54 14.004 3.246 11.821
H55 12.965 7.628 9.900
H56 12.525 6.397 8.639
H57 14.262 6.790 9.002
C28 16.837 10.776 6.527
C29 17.616 10.142 7.666
C30 18.204 11.187 8.654
N10 18.969 10.593 9.916
C31 20.097 9.562 9.533
C32 19.600 11.787 10.732
C33 19.659 11.219 12.192
C34 18.579 10.209 12.297
C35 17.912 10.024 10.888
H58 15.983 11.303 6.951
H59 16.422 10.031 5.847
H60 17.326 11.520 5.897
H61 18.479 9.636 7.232
H62 16.990 9.360 8.095
H63 17.510 11.931 9.044
H64 19.054 11.704 8.209
H65 20.436 9.113 10.466
H66 20.869 10.247 9.182
H67 19.666 8.809 8.873
H68 20.545 12.122 10.303
H69 18.884 12.600 10.623
H70 20.639 10.784 12.393
H71 19.600 12.028 12.919
H72 19.006 9.230 12.514
H73 17.876 10.451 13.094
H74 17.849 9.008 10.497
H75 16.951 10.536 10.833
C36 10.950 6.960 4.224
C37 10.208 8.324 4.025
C38 9.935 8.693 2.535
N11 9.074 9.942 2.220
C39 9.916 11.204 2.716
C40 7.649 9.905 2.836
C41 6.704 10.590 1.899
C42 7.627 11.068 0.791
C43 8.751 10.091 0.736
H76 11.552 6.586 3.396
H77 10.242 6.136 4.313
H78 11.544 6.820 5.127
H79 10.884 9.079 4.427
H80 9.311 8.367 4.644
H81 9.366 7.937 1.994
H82 10.887 8.863 2.032
H83 10.761 11.143 2.030
H84 10.171 11.120 3.772
H85 9.365 12.138 2.609
H86 7.717 10.406 3.801
H87 7.346 8.884 3.065
H88 6.218 11.433 2.391
H89 5.979 9.906 1.459
H90 8.079 12.037 1.007
H91 7.164 11.202 -0.187
H92 9.683 10.339 0.228
H93 8.502 9.084 0.400
N12 13.191 11.555 7.690
S1 12.898 10.142 7.462
O4 12.217 9.361 8.482
O5 13.865 9.397 6.665
F1 11.679 10.507 6.405
S2 13.988 11.433 9.154
O6 14.931 10.375 9.386
O7 13.251 11.969 10.281
F2 14.962 12.611 8.882
N13 13.902 7.118 12.645
S3 13.512 7.231 14.098
O8 12.623 8.289 14.531
O9 14.446 6.613 15.016
F3 12.434 6.075 13.953
S4 15.243 8.160 12.831
O10 16.502 7.563 13.210
O11 15.021 9.565 13.210
F4 15.623 8.235 11.255
N14 13.875 15.695 6.652
S5 13.679 17.040 6.075
O12 13.717 17.097 4.627
O13 14.057 18.252 6.780
F5 12.093 17.147 6.284
S6 15.498 15.913 6.914
O14 15.838 16.656 8.103
O15 16.382 16.017 5.771
F6 15.802 14.387 7.342

Calculated values
Largest force on an atom (eV Å⁻¹): 13.18
Total energy (a.u.): -6575.75390
Charge: +5

=====

Listing energy above the lowest of the compared OMol25 structures with the same formula, charge and spin for the structures above in their given order: 0.0000, 0.0000 eV.